C16H42B2BeF8N2O8 | ωB97M-V/def2-TZVPD

The geometry in XYZ format:
```
79
C16H42B2BeF8N2O8 (ωB97M-V/def2-TZVPD)
Be -15.969 -20.199 11.718
B -15.475 -17.863 8.688
F -15.165 -18.488 7.471
F -14.614 -16.774 8.991
F -16.777 -17.334 8.507
F -15.607 -18.688 9.763
B -14.064 -22.099 9.919
F -14.564 -22.305 11.239
F -13.903 -20.720 9.755
F -12.864 -22.791 9.791
F -15.003 -22.604 9.002
C -13.682 -15.172 3.614
O -13.397 -16.184 4.549
C -12.038 -16.551 4.438
C -11.884 -17.865 5.214
N -12.527 -17.907 6.548
C -12.241 -19.226 7.151
C -10.879 -19.186 7.901
O -10.739 -17.937 8.496
C -9.861 -17.830 9.621
H -13.152 -15.093 2.664
H -13.728 -14.172 4.063
H -14.753 -15.300 3.426
H -11.353 -15.844 4.923
H -11.660 -16.764 3.435
H -10.785 -17.895 5.228
H -12.216 -18.549 4.431
H -11.952 -17.325 7.144
H -12.300 -20.012 6.397
H -13.049 -19.430 7.854
H -10.116 -19.328 7.129
H -10.935 -20.006 8.623
H -10.130 -18.411 10.509
H -9.604 -16.811 9.891
H -9.021 -18.419 9.234
C -17.235 -17.050 12.055
O -16.132 -17.945 12.302
C -14.934 -17.174 12.483
C -13.771 -18.002 11.929
N -13.842 -19.347 12.463
C -12.534 -20.064 12.349
C -12.426 -21.237 13.309
O -12.179 -20.624 14.574
C -11.898 -21.549 15.607
H -17.483 -16.527 12.980
H -18.136 -17.566 11.732
H -17.038 -16.338 11.254
H -14.662 -16.918 13.510
H -14.930 -16.262 11.887
H -12.843 -17.499 12.217
H -13.702 -18.042 10.843
H -13.905 -19.326 13.480
H -11.733 -19.357 12.570
H -12.378 -20.336 11.305
H -11.666 -21.929 12.938
H -13.342 -21.803 13.504
H -10.995 -22.124 15.409
H -12.702 -22.299 15.660
H -12.077 -21.132 16.597
C -18.386 -20.237 9.905
C -18.347 -21.686 10.300
O -16.949 -21.878 10.523
O -18.148 -19.502 11.101
H -19.314 -19.784 9.549
H -17.570 -19.929 9.253
H -18.671 -22.369 9.512
H -19.005 -21.918 11.141
H -16.608 -22.557 9.929
H -18.918 -19.531 11.680
C -12.862 -24.705 12.306
C -12.488 -25.794 13.318
O -13.727 -26.183 13.899
O -11.666 -24.229 11.653
H -13.492 -23.967 12.806
H -13.496 -25.137 11.530
H -11.715 -25.468 14.018
H -12.064 -26.658 12.800
H -13.611 -26.987 14.411
H -12.007 -23.603 10.988
```

For the orbital gap, the calculation gives 4.9870 eV. The energy is -60132.8208 eV. For the relative energy (zero: lowest compared OMol25 entry of this formula, charge and spin), the calculation gives 0.000 eV. Its charge is 0.

***

C5H11INO | ωB97M-V/def2-TZVPD

The geometry in XYZ format:
```
19
C5H11INO (ωB97M-V/def2-TZVPD)
C 1.817 1.147 0.376
C -1.273 -1.373 0.679
C 0.074 -0.848 -1.437
C 0.230 0.628 0.708
C -0.014 -0.718 0.108
N -0.546 1.670 0.003
O 2.113 2.302 0.369
I 3.301 -0.357 0.046
H -2.141 -0.851 0.504
H -1.199 -2.442 0.286
H -1.229 -1.445 1.745
H -0.968 -1.052 -1.910
H 0.451 -1.807 -1.740
H 0.457 0.129 -1.725
H 0.161 0.786 1.714
H 0.824 -1.285 0.583
H -1.465 1.686 0.398
H -0.592 1.311 -0.979
H 0.002 2.517 0.274
```

As for the spin multiplicity: 3. For the orbital gap (alpha / beta), the calculation gives 6.8890 / 6.0624 eV. The energy is -16989.4002 eV. For the relative energy (zero: lowest compared OMol25 entry of this formula, charge and spin), the calculation gives 2.054 eV. Its charge is +1.

***

C4H8N2O2 | ωB97M-V/def2-TZVPD

The geometry in XYZ format:
```
16
C4H8N2O2 (ωB97M-V/def2-TZVPD)
O -2.032 -0.950 0.917
C -1.774 0.384 0.535
C -0.157 0.826 0.026
C 0.969 0.061 -0.945
C 0.354 -0.864 -0.025
N 1.167 -1.009 1.233
O 0.490 1.375 1.165
N 0.472 0.101 -2.319
H -2.019 1.104 1.373
H -2.383 0.646 -0.311
H -0.269 -1.664 -0.448
H 2.004 0.412 -0.655
H 1.641 -1.802 1.607
H 0.833 -0.128 1.708
H 1.142 0.002 -3.050
H -0.437 1.506 -0.812
```

As for the spin multiplicity: 2. For the orbital gap (alpha / beta), the calculation gives 5.8768 / 6.0222 eV. The energy is -11334.0612 eV. For the relative energy (zero: lowest compared OMol25 entry of this formula, charge and spin), the calculation gives 10.323 eV. Its charge is +1.